(i)
19
Properties=species:S:1:pos:R:3 method="wB97M-V/def2-TZVPD" e_homo_ev=-9.67 homo_lumo_gap_ha=0.372 smiles="C[C@@H](N)C(=O)O.O.O"
C 1.6732 0.8245 0.1944
C 1.2064 0.4365 -1.1867
N 1.9059 -0.7947 -1.5927
C -0.2760 0.1798 -1.2682
O -1.0267 0.6525 -2.0769
O -0.6792 -0.6670 -0.3030
H 0.9780 1.4839 0.7225
H 1.6563 -0.0203 0.8878
H 2.6393 1.2947 0.1478
H 1.4605 1.2144 -1.8988
H 1.8631 -0.9214 -2.5989
H 2.8452 -0.7845 -1.2137
H -1.6416 -0.7458 -0.2865
O -1.3061 3.1310 3.1927
H -1.6566 2.7143 2.3931
H -1.7649 2.8340 3.9787
O -1.0952 -3.3287 1.7173
H -1.0470 -3.0657 0.7838
H -0.9377 -4.2858 1.7142

(ii)
19
Properties=species:S:1:pos:R:3 method="wB97M-V/def2-TZVPD" e_homo_ev=-8.76 homo_lumo_gap_ha=0.338 smiles="CNCC(=O)O.O.O"
C 2.4036 -0.2265 0.3250
N 0.9792 -0.1438 -0.1175
C 0.2889 1.1447 0.0376
C -1.2011 0.8079 -0.1176
O -1.5986 0.0860 -0.9827
O -2.0744 1.3364 0.7420
H 2.6164 -1.2420 0.4957
H 2.4386 0.3328 1.2854
H 3.0765 0.2332 -0.4190
H 0.9052 -0.5982 -1.1056
H 0.4479 1.9092 -0.7400
H 0.5344 1.5764 1.0162
H -2.9893 0.9928 0.3873
O 0.2655 -1.2698 -2.3383
H -0.6400 -1.2408 -2.2896
H 0.4267 -0.5390 -3.0880
O 0.4842 -1.2760 2.5082
H 0.9234 -1.1134 1.6972
H -0.1565 -0.6734 2.6791

Of them, the most stable is (i) and the least stable is (ii).

(i)
19
Properties=species:S:1:pos:R:3 method="wB97M-V/def2-TZVPD" e_homo_ev=-10.16 homo_lumo_gap_ha=0.397 smiles="CCNC(=O)O.O.O"
C -0.8981 0.5549 2.5357
C -1.4101 -0.7824 1.9018
N -1.5903 -0.5692 0.4483
C -0.5818 -0.6029 -0.4123
O 0.6031 -0.4294 -0.1528
O -0.9980 -0.5721 -1.7111
H -1.2606 1.4140 1.9650
H -1.4410 0.6785 3.4823
H 0.1580 0.4785 2.7211
H -0.6216 -1.4705 2.1786
H -2.3928 -1.0624 2.2677
H -2.5549 -0.4154 0.2081
H -0.1803 -0.3128 -2.1942
O 2.8675 0.6484 -1.3498
H 3.0460 1.5633 -1.1324
H 2.0145 0.4423 -0.9229
O 1.4356 0.2748 -3.5065
H 1.9175 -0.5524 -3.5852
H 1.8873 0.7148 -2.7414

(ii)
19
Properties=species:S:1:pos:R:3 method="wB97M-V/def2-TZVPD" e_homo_ev=-9.40 homo_lumo_gap_ha=0.358
H 0.0771 -1.8418 0.5535
O 1.0288 -1.8914 1.3929
O -0.6357 -1.8727 -0.3791
H 1.6806 -2.2042 0.7394
H 1.1919 -0.9324 1.2963
C -1.3861 -0.8457 -0.6214
O -1.8740 -0.7022 -1.7356
C -1.5842 0.1612 0.5002
H -2.4965 0.7389 0.3990
N -0.3867 1.0270 0.5914
H -0.5122 1.7449 1.2853
H -1.6305 -0.3782 1.4586
C -0.1225 1.7363 -0.7085
H 0.9405 2.0341 -0.6368
H -0.5001 1.2410 -1.6159
H -0.7927 2.6088 -0.6310
O 2.2744 -0.4812 -0.3723
H 1.7118 0.2920 -0.5371
H 3.0162 -0.4344 -0.9789

Of them, the most stable is (i) and the least stable is (ii).

(i)
19
Properties=species:S:1:pos:R:3 method="wB97M-V/def2-TZVPD" e_homo_ev=-10.20 homo_lumo_gap_ha=0.393 smiles="CC(=O)NCO.O.O"
C -0.8652 0.8192 -0.3813
C -0.3943 -0.4137 0.3165
O 0.8094 -0.5978 0.4504
N -1.2380 -1.4623 0.6278
C -2.6584 -1.4067 0.3604
O -3.0058 -2.1725 -0.7679
H -0.5579 1.0270 -1.3971
H -0.5983 1.7824 0.1204
H -1.9387 0.8753 -0.5074
H -0.8290 -2.3756 0.7303
H -3.0897 -0.4148 0.4026
H -3.2013 -1.9641 1.1546
H -2.5196 -1.8415 -1.5313
O 2.1349 -1.5620 3.1024
H 2.4588 -1.2974 2.2174
H 1.4419 -0.9043 3.2217
O 4.4116 4.1707 -2.8252
H 5.2872 4.5075 -2.6526
H 4.3524 3.2305 -2.6416

(ii)
19
Properties=species:S:1:pos:R:3 method="wB97M-V/def2-TZVPD" e_homo_ev=-9.53 homo_lumo_gap_ha=0.362 smiles="O=CCNCO.O.O"
O 1.1670 -1.3811 -2.1981
C 1.2414 -0.3451 -1.5790
C 0.0448 0.5708 -1.3423
N -0.0269 0.8280 0.0723
C -1.1799 1.4161 0.7261
O -2.4922 0.8971 0.4565
H 2.1353 -0.0720 -1.1047
H -0.8639 0.1470 -1.7656
H 0.1979 1.5292 -1.8243
H 0.2247 -0.0542 0.5541
H -1.0547 1.5980 1.7639
H -1.2985 2.4526 0.1798
H -2.3270 -0.1302 0.5254
O -1.2467 -2.0345 0.5483
H -0.3330 -2.2905 0.2885
H -1.8756 -2.6822 0.2031
O 2.7449 -0.1657 1.1891
H 2.2318 0.5608 1.4655
H 2.7107 -0.8442 1.8414

(iii)
19
Properties=species:S:1:pos:R:3 method="wB97M-V/def2-TZVPD" e_homo_ev=-9.46 homo_lumo_gap_ha=0.356
H 0.2897 -0.5805 1.5112
O 1.5773 -0.3111 1.8081
N -0.8237 -0.4981 0.8314
H 1.7472 0.5901 2.0282
H -1.7578 -0.4234 1.3398
H -0.8798 -1.2771 0.1716
C -0.7637 0.7261 -0.0531
H -0.7313 1.6932 0.5174
C 0.6835 0.8947 -1.0289
O 0.4812 1.4170 -2.1344
O 1.7604 0.5080 -0.5135
H 1.8321 -0.0398 0.7833
C -1.9067 0.7373 -0.9753
H -2.8623 0.4144 -0.6678
H -1.9745 1.6867 -1.4646
H -1.7150 0.2143 -1.9022
O 1.4992 -2.1561 -0.2846
H 1.8724 -2.4385 0.5027
H 1.6718 -1.1570 -0.4695

Of them, the most stable is (i) and the least stable is (ii).

(i)
6
Properties=species:S:1:pos:R:3 method="wB97M-V/def2-TZVPD" e_homo_ev=-9.89 homo_lumo_gap_ha=0.393 smiles=C#CC#C
C 1.8714 0.0817 -0.0548
C 0.7011 -0.0584 0.0425
C -0.6897 -0.1324 0.0236
C -1.8883 -0.0155 -0.0395
H 2.9874 0.1373 0.0989
H -2.9547 0.6109 0.0707

(ii)
6
Properties=species:S:1:pos:R:3 method="wB97M-V/def2-TZVPD" e_homo_ev=-9.06 homo_lumo_gap_ha=0.365
C 1.9030 -0.3377 0.0394
C 0.8959 0.4291 -0.0685
C -0.2343 -0.5081 0.0219
C -0.7250 0.6587 -0.0133
H -0.3852 -1.6250 -0.0213
H -1.4544 1.3830 0.0419

Of them, the most stable is (i) and the least stable is (ii).

(i)
18
Properties=species:S:1:pos:R:3 method="wB97M-V/def2-TZVPD" e_homo_ev=-7.10 homo_lumo_gap_ha=0.279
C 0.4412 1.8102 0.8828
C -0.2261 0.4880 1.0524
C -1.1976 -0.0113 0.2104
N -1.9831 0.8498 -0.5524
O -1.8908 -1.1624 0.6102
H 0.8263 1.9193 -0.1338
H -0.2577 2.6378 1.0516
H 1.2786 1.9117 1.5778
H 0.2109 -0.1831 1.7844
H -2.2780 1.6904 -0.0682
H -2.8097 0.3889 -0.9168
H -1.7094 -1.3538 1.5420
N 1.1393 -1.3115 -0.7127
N 2.3531 -1.3150 -1.4217
H 0.8452 -2.2601 -0.4674
H 0.0617 -0.7897 -0.7520
H 2.2487 -1.1801 -2.4246
H 2.9474 -2.1294 -1.2618

(ii)
18
Properties=species:S:1:pos:R:3 method="wB97M-V/def2-TZVPD" e_homo_ev=-8.59 homo_lumo_gap_ha=0.339
H -1.3318 0.3754 -3.2113
N -1.3354 0.7356 -2.2616
C -0.4771 0.1187 -1.5307
N 0.6906 -0.4009 -2.0832
N -0.5325 0.3621 -0.1477
C 0.6098 0.7646 0.6079
C 0.2031 1.2801 2.0117
H 1.1507 -1.1359 -1.5568
H 0.6806 -0.6654 -3.0551
H -1.4719 0.7924 -0.2360
H 1.3467 1.5140 0.2815
H 1.1966 -0.1657 0.7735
H -0.3328 0.5423 2.6118
H -0.4396 2.1403 1.8013
H 1.0891 1.6409 2.5430
O -0.1051 -2.3594 1.0027
H -0.8169 -2.8203 0.5496
H -0.1240 -2.7188 1.8993

(iii)
18
Properties=species:S:1:pos:R:3 method="wB97M-V/def2-TZVPD" e_homo_ev=-8.72 homo_lumo_gap_ha=0.357 smiles="C=NNCCN.O"
C -1.6906 -2.1129 -0.9172
N -0.8886 -1.1833 -0.7906
N -1.0295 -0.2974 0.2066
C -0.8106 1.1200 -0.2682
C 0.6147 1.2888 -0.7847
N 1.5071 1.0747 0.2982
H -2.5528 -2.2311 -0.2372
H -1.7360 -2.7583 -1.8298
H -1.8756 -0.4415 0.7329
H -1.5241 1.4086 -1.0953
H -0.9781 1.7079 0.5794
H 0.7916 0.6415 -1.6340
H 0.7984 2.3281 -1.1715
H 2.4819 1.2376 0.1265
H 1.3460 1.7301 1.0686
O 1.6246 -1.3557 2.1336
H 1.4138 -1.1430 1.2142
H 2.5076 -1.0143 2.3686

(iv)
18
Properties=species:S:1:pos:R:3 method="wB97M-V/def2-TZVPD" e_homo_ev=-8.28 homo_lumo_gap_ha=0.335
C 0.4876 1.0097 -0.8303
C 1.2981 -1.0090 0.8198
C -0.7194 -0.2137 1.8116
N -0.8315 0.5439 -0.6415
N -0.0787 -0.6217 0.5677
N -1.3073 -0.2523 -1.6054
O 0.1174 2.1735 -1.9300
H -0.3286 1.6742 -2.6358
H -2.2860 -0.4871 -1.4728
H -0.7338 -1.0655 -1.8296
H 1.1913 0.3780 -1.3661
H 0.8737 1.6426 -0.0396
H 1.3423 -1.8522 1.5220
H 1.8961 -0.1975 1.2646
H 1.7914 -1.3536 -0.0942
H -1.7897 -0.0483 1.6578
H -0.2661 0.6929 2.2403
H -0.6567 -1.0138 2.5613

Of them, the most stable is (ii) and the least stable is (iv).

(i)
18
Properties=species:S:1:pos:R:3 method="wB97M-V/def2-TZVPD" e_homo_ev=-7.79 homo_lumo_gap_ha=0.314
C -0.5824 -0.2234 0.6380
N -1.9836 -0.0786 0.3892
N -0.2663 -1.5588 0.9942
N -0.0794 0.6937 1.5999
H -0.4509 -0.6056 -1.1116
H 0.8055 0.4426 2.0328
H -2.2137 0.8828 0.1326
H -2.5927 -0.3055 1.1732
H 0.6958 -1.8379 0.8297
H -0.8636 -2.2667 0.5807
H 0.0571 1.6220 1.2011
C 1.6715 0.4444 -1.0138
C 0.1626 0.5115 -1.0266
O -0.4418 1.5344 -1.3813
H -0.0958 -0.6075 -2.0242
H 2.0374 1.1865 -0.2953
H 2.0894 0.7076 -1.9876
H 2.0510 -0.5416 -0.7308

(ii)
18
Properties=species:S:1:pos:R:3 method="wB97M-V/def2-TZVPD" e_homo_ev="-6.85 / -6.86" homo_lumo_gap_ha="0.259 / 0.260"
C 0.6027 0.4567 0.1629
C 0.0525 -0.2432 1.3797
C 2.1703 -0.8918 -0.3887
N 0.4184 0.1700 -1.1475
N -2.1999 1.0355 0.0114
N -0.5968 -0.6173 -1.4389
O -1.0009 1.7845 0.0052
H 1.2995 1.2666 0.3179
H -2.5321 0.9343 0.9738
H -2.9039 1.5940 -0.4712
H -0.7475 -0.6487 -2.4382
H -1.4556 -0.4154 -0.8708
H -0.7092 -0.9777 1.1250
H -0.3810 0.4935 2.0521
H 0.8546 -0.7603 1.9095
H 2.7340 -0.6775 0.5146
H 1.6969 -1.8667 -0.3990
H 2.6979 -0.6364 -1.2980

Of them, the most stable is (i) and the least stable is (ii).

(i)
22
Properties=species:S:1:pos:R:3 method="wB97M-V/def2-TZVPD" e_homo_ev=-13.12 homo_lumo_gap_ha=0.323 charge=+1
C -2.4243 0.1469 1.2993
C -1.6302 0.3056 0.1959
C -2.3239 0.1218 -1.1743
C -0.1008 0.6274 0.1789
C 0.9221 -0.4517 -0.0055
C 0.5140 -1.8593 -0.1042
N 2.1810 -0.0950 -0.1219
C 2.7462 1.2502 0.1578
H -3.5505 0.0423 1.2397
H -2.0901 0.1388 2.3276
H -1.7540 0.7670 -1.9503
H -3.4355 0.1717 -0.9460
H -2.1641 -1.0217 -1.5234
H -0.0848 1.2447 -0.7451
H 0.2910 1.2170 1.0660
H 0.9546 -2.2870 -1.0730
H -0.6116 -1.8224 -0.0170
H 0.9256 -2.4103 0.8108
H 2.8670 -0.7100 -0.1430
H 2.0318 2.0060 -0.1247
H 3.0697 1.2954 1.1240
H 3.6670 1.3226 -0.4716

(ii)
22
Properties=species:S:1:pos:R:3 method="wB97M-V/def2-TZVPD" e_homo_ev=-13.17 homo_lumo_gap_ha=0.249 charge=+1
C -1.6463 -1.1611 0.4703
C -0.3127 -0.6243 1.1063
C 0.6140 -0.0584 0.1304
C 1.7214 -0.8753 -0.4106
C 1.4313 1.9440 -1.0048
C 0.4958 1.3092 -0.2466
C -0.5835 2.1656 0.3900
N -1.3709 -2.2766 -0.3874
H -2.0540 -0.2761 -0.0249
H -2.4022 -1.4215 1.2064
H 0.1899 -1.4989 1.5267
H -0.5163 0.0634 1.9228
H 1.3190 -1.7331 -0.9484
H 2.3979 -1.2084 0.3773
H 2.4968 1.7708 -0.9916
H 1.0832 2.8693 -1.4470
H -0.4277 3.2011 0.0647
H -0.4191 2.2526 1.4595
H -1.6169 2.0052 0.1012
H -2.1126 -2.9452 -0.5182
H 2.2967 -0.2687 -1.1067
H -0.9772 -1.9879 -1.2710

Of them, the most stable is (i) and the least stable is (ii).

(i)
20
Properties=species:S:1:pos:R:3 method="wB97M-V/def2-TZVPD" e_homo_ev=-10.87 homo_lumo_gap_ha=0.442 smiles=CC(C)C(C)C
C 1.4243 0.8142 1.2414
C 0.0414 0.6031 0.6121
C -0.2138 1.6584 -0.4685
C -0.1937 -0.8472 0.1305
C -1.6879 -1.1298 -0.0418
C 0.5712 -1.2224 -1.1413
H 1.7522 -0.0626 1.8112
H 2.1933 1.0339 0.4918
H 1.3932 1.6631 1.9328
H -0.6962 0.7692 1.4110
H 0.4589 1.5220 -1.3241
H -0.0338 2.6642 -0.0720
H -1.2439 1.6279 -0.8408
H 0.1700 -1.5009 0.9377
H -2.1127 -0.5456 -0.8674
H -2.2422 -0.8748 0.8695
H -1.8681 -2.1886 -0.2595
H 1.6482 -1.0400 -1.0472
H 0.4328 -2.2864 -1.3675
H 0.2068 -0.6576 -2.0080

(ii)
20
Properties=species:S:1:pos:R:3 method="wB97M-V/def2-TZVPD" e_homo_ev=-9.22 homo_lumo_gap_ha=0.380 smiles="C=CC.CCC"
C -0.4216 2.4004 0.2877
C 0.5870 2.4881 -0.6444
C 0.4335 2.3478 -2.1300
H -0.2507 2.8476 1.3462
H -1.5020 2.1246 0.2455
H 1.6497 2.3598 -0.3488
H 0.7388 1.2881 -2.4142
H 0.8893 3.0136 -2.8953
H -0.6144 2.2768 -2.4123
C 0.7734 -2.1715 -0.1207
C 0.1224 -2.2028 1.3188
C -1.2085 -1.4437 1.2853
H 0.5351 -1.1062 -0.5149
H 1.8530 -2.2054 0.0368
H 0.4191 -3.1301 -0.5936
H -0.1305 -3.1661 1.6802
H 0.9441 -1.9108 1.9638
H -1.2841 -0.6065 0.6628
H -1.5021 -1.0830 2.3047
H -2.0316 -2.1207 0.9423

Of them, the most stable is (i) and the least stable is (ii).

(i)
20
Properties=species:S:1:pos:R:3 method="wB97M-V/def2-TZVPD" e_homo_ev=-9.93 homo_lumo_gap_ha=0.410 smiles=CCC(C)CC
C 1.6643 -1.1551 -1.6328
C 0.3981 -0.1189 -1.3538
C 0.1597 -0.0700 0.1147
C -0.3650 -1.3616 0.7148
C -0.9638 1.1604 0.2800
C -0.9539 1.7442 1.6838
H 1.9583 -1.0343 -2.6731
H 2.5188 -0.9155 -1.0036
H 1.3566 -2.1830 -1.4616
H 0.7016 0.8532 -1.7415
H -0.4670 -0.5038 -1.8930
H 1.0642 0.2503 0.6390
H -1.2458 -1.7055 0.1751
H -0.6350 -1.2144 1.7582
H 0.3915 -2.1418 0.6671
H -0.7918 1.9603 -0.4431
H -1.9421 0.7350 0.0496
H 0.0341 2.1350 1.9276
H -1.6617 2.5697 1.7654
H -1.2210 0.9958 2.4274

(ii)
20
Properties=species:S:1:pos:R:3 method="wB97M-V/def2-TZVPD" e_homo_ev=-10.52 homo_lumo_gap_ha=0.431 smiles=CCC(C)CC
C -2.2974 -0.7400 -0.6819
C -1.3669 -0.4855 0.4708
C 0.0636 -0.0632 -0.0572
C 0.0695 1.0491 -1.1560
C 0.9411 0.2899 1.1085
C 2.3751 0.0501 0.6737
H -2.5519 0.0690 -1.2347
H -1.6861 -1.5035 -1.4190
H -3.2473 -1.1861 -0.4406
H -1.1907 -1.2013 1.2083
H -1.9379 0.2239 1.1593
H 0.4847 -0.9731 -0.5586
H -0.5078 0.6459 -2.0057
H 1.2160 1.0280 -1.4538
H -0.1801 2.0509 -0.7727
H 0.8943 1.2531 1.5646
H 0.7748 -0.3111 2.0446
H 3.1622 0.7093 1.0360
H 2.6737 -0.9768 0.8849
H 2.3112 0.0715 -0.3703

Of them, the most stable is (i) and the least stable is (ii).

(i)
20
Properties=species:S:1:pos:R:3 method="wB97M-V/def2-TZVPD" e_homo_ev=-10.41 homo_lumo_gap_ha=0.426 smiles=CCC(C)CC
C -1.9873 0.4276 -1.8028
C -1.4407 0.4918 -0.3371
C 0.0940 0.2756 -0.1462
C 0.6450 -1.0442 -0.7421
C 0.5482 0.3315 1.3129
C 1.9135 -0.0572 1.7225
H -2.2076 1.4300 -2.1530
H -2.9052 -0.2408 -1.9109
H -1.3297 -0.0049 -2.5871
H -1.5455 1.3912 0.3859
H -1.8650 -0.4578 0.2302
H 0.6823 1.0577 -0.7332
H 0.2758 -1.3271 -1.7912
H 1.7311 -0.9828 -0.8561
H 0.4687 -1.9972 -0.1162
H -0.0750 -0.1711 2.0485
H 0.2657 1.4162 1.5050
H 1.8288 -1.1310 2.1234
H 2.1178 0.4792 2.6449
H 2.7849 0.1134 1.2026

(ii)
20
Properties=species:S:1:pos:R:3 method="wB97M-V/def2-TZVPD" e_homo_ev=-7.22 homo_lumo_gap_ha=0.296 smiles="CC/C=C/CC.[H][H]"
C -1.8331 -0.2532 -2.1459
C -1.7921 0.2644 -0.6522
C -0.6048 -0.1123 0.1139
C 0.5638 0.6444 0.3507
C 1.9820 0.1593 0.2035
C 1.9633 -0.1252 1.7032
H -2.8452 -0.4262 -2.5661
H -1.2991 -1.1846 -2.3359
H -1.5456 0.5957 -2.7885
H -2.1243 1.3522 -0.5763
H -2.7449 -0.0319 -0.0936
H -0.4245 -0.8291 0.9053
H 0.5939 1.6998 0.6220
H 2.0342 -0.7269 -0.4511
H 2.7781 0.8433 0.0509
H 1.4403 -0.9965 2.0696
H 1.7204 0.7221 2.3599
H 3.0042 -0.3304 2.0900
H -1.4368 -1.8304 1.8511
H -1.1054 -2.3130 1.3542

(iii)
20
Properties=species:S:1:pos:R:3 method="wB97M-V/def2-TZVPD" e_homo_ev=-10.78 homo_lumo_gap_ha=0.441 smiles=CCCC(C)C
C -0.4754 2.7569 0.1424
C 0.2951 1.4307 0.1248
C -0.5667 0.1784 0.1785
C 0.2794 -1.0943 0.2313
C -0.6152 -2.3246 0.3303
C 1.2260 -1.2187 -0.9660
H -1.5661 2.6616 0.2247
H -0.2459 3.1510 -0.8393
H -0.1404 3.4831 0.8934
H 0.8200 1.4042 -0.8392
H 1.0827 1.4081 0.8887
H -1.2066 0.1622 -0.7187
H -1.2502 0.2023 1.0400
H 0.8927 -1.0291 1.1434
H -0.0198 -3.2399 0.4130
H -1.2773 -2.2617 1.2015
H -1.2435 -2.4093 -0.5658
H 1.7966 -2.1521 -0.9090
H 0.6594 -1.2286 -1.9069
H 1.9461 -0.3957 -1.0192

Of them, the most stable is (iii) and the least stable is (ii).

(i)
12
Properties=species:S:1:pos:R:3 method="wB97M-V/def2-TZVPD" e_homo_ev="-12.12 / -13.24" homo_lumo_gap_ha="0.184 / 0.277" charge=+1
C 3.5742 -1.1183 -0.2266
C 2.6108 0.9737 0.3614
C -0.6340 0.8059 -0.1194
C -3.0799 -0.5424 0.2163
N 3.2385 0.0417 -0.1106
S -1.2505 -0.5577 0.3863
H 4.2760 -1.6531 -0.8169
H 2.6075 2.0286 0.2348
H -1.0815 1.6968 -0.5181
H -3.3694 -1.5502 -0.0667
H -3.3941 0.1760 -0.5310
H -3.4975 -0.3012 1.1906

(ii)
12
Properties=species:S:1:pos:R:3 method="wB97M-V/def2-TZVPD" e_homo_ev=-14.45 homo_lumo_gap_ha=0.267 charge=+1
C 2.2960 -0.4102 1.5747
C 0.1173 -0.5872 -1.0097
C 1.3345 -0.1992 0.9054
C -0.9352 0.4460 0.9437
N 0.1679 -0.0619 0.1571
S 1.5187 -1.2344 -1.6905
H 3.0844 -0.3898 2.3201
H -0.8549 -0.6114 -1.4280
H -1.3501 -0.4763 1.6067
H -1.7522 0.7283 0.2605
H -0.6653 1.3119 1.6521
H 1.1440 -1.1433 -3.9663

Of them, the most stable is (ii) and the least stable is (i).